Below is a cluster of 7 separate species, C32H57Cl14FN2O7 in total, with properties calculated with ωB97M-V/def2-TZVPD.

Properties
LUMO level = 0.26 eV
structure (SMILES) = CCOC(=O)CCC[C@]1(COCOCCO)[C@@](F)(CCCO)NC(=O)[C@]1(N)/C(Cl)=C(\C)Cl.ClCCCl.ClCCCl.ClCCCl.ClCCCl.ClCCCl.ClCCCl
max |F| = 3.3 eV/Å
HOMO energy = -0.34513 hartree
multiplicity = 1
charge = 0
HOMO-LUMO gap = 9.649 eV

```
113
Properties=species:S:1:pos:R:3:lowdin_charge:R:1
Cl 0.12034 5.30505 3.83901 0.57
Cl 1.38075 -5.65623 3.38921 0.54
Cl -1.86938 3.12830 -7.66242 0.57
Cl 0.42335 5.62951 -7.89334 0.56
Cl -3.61415 -7.90927 3.77389 0.53
Cl 3.16998 -2.12739 -4.78883 0.54
Cl 1.47714 -0.05215 3.62534 0.71
Cl -0.00820 8.70200 3.68800 0.54
Cl 2.34048 2.81212 3.63813 0.66
Cl 0.19333 3.36261 -3.38338 0.65
Cl -1.41234 -5.90711 5.30901 0.59
Cl 1.86114 1.09891 -5.32213 0.55
Cl -5.10552 -6.16595 1.27466 0.60
Cl 5.08859 -4.91579 -5.14872 0.54
F -1.65430 2.75439 -0.34671 0.04
O -1.73229 -0.73543 2.67217 0.15
O -2.36255 -3.67427 -0.56543 -0.06
O -1.55982 -1.53259 -0.35085 -0.12
O 5.53690 0.85848 -0.31688 0.08
O -5.93860 0.20892 -0.01387 -0.06
O -2.11979 -3.61507 3.11919 -0.12
O 4.20797 -0.96178 -0.68737 -0.05
N 0.81430 -1.19846 1.20335 0.09
N -1.67914 1.48238 1.72458 0.14
C 4.99373 -1.77505 0.19504 -0.22
C -5.59048 -6.16978 2.99089 -0.63
C 1.40734 2.22483 2.29370 -0.72
C 0.78159 -4.46480 4.57531 -0.65
C 1.98977 0.60724 -1.25386 -0.15
C -4.39161 -6.31095 3.89277 -0.69
C -2.73767 -3.61414 0.80229 -0.19
C 0.61770 1.31040 -1.14528 -0.18
C 1.39993 3.73056 -4.65070 -0.62
C -1.34742 5.78323 -8.04973 -0.65
C 5.53684 -3.40525 -4.31434 -0.66
C -1.33804 -2.81144 -0.91182 -0.24
C -1.61015 -3.85828 1.80780 -0.22
C 4.40326 0.38199 -0.51826 -0.42
C -5.45895 1.51067 -0.29187 -0.27
C 0.16526 0.12187 1.22023 -0.33
C 0.85549 7.71622 4.89533 -0.66
C 1.33658 2.74013 -5.78663 -0.68
C -3.03552 0.94652 -0.11699 -0.11
C -0.92223 -0.48649 -1.06162 -0.15
C -4.17040 1.80117 0.49708 -0.15
C 1.07501 3.26843 1.25765 -0.11
C 1.40723 6.44581 4.30191 -0.65
C 4.35971 -2.76136 -3.62802 -0.67
C -1.64647 1.50531 0.25780 -0.38
C 1.01595 0.93518 2.22905 -0.55
C 4.59849 -1.66289 1.65822 -0.06
C 3.17176 1.28454 -0.54584 -0.07
C -0.37186 0.63755 -0.13776 -0.19
C 0.11934 -5.12165 5.76061 -0.64
C -1.19363 0.14488 2.01670 -0.32
C -2.07993 4.82239 -7.14992 -0.65
H -6.21013 2.28585 -0.10354 0.11
H -1.60243 6.80597 -7.77769 0.07
H 2.01042 6.64752 3.41995 0.07
H 2.37872 3.74433 -4.17717 0.07
H -5.22165 1.55367 -1.35540 0.11
H 4.82075 -2.80490 -0.12103 0.12
H 1.86121 -0.43355 -0.96916 0.09
H -6.19628 0.16505 0.90904 0.08
H -1.33968 -4.91442 1.77590 0.12
H 0.32458 2.66249 -6.17361 0.00
H 1.79644 -1.00839 1.02705 0.05
H -1.74016 4.90537 -6.11966 0.06
H 4.91310 -0.71667 2.09941 0.08
H 0.51714 -1.72214 0.38947 0.06
H -0.73392 -3.22178 1.66558 0.09
H 0.02635 3.36963 1.00509 0.07
H 2.03080 5.93730 5.03599 0.07
H 0.09407 -3.79630 4.06158 0.04
H -6.07849 -5.21724 3.19236 0.07
H -3.14780 5.03138 -7.17835 0.07
H -1.54038 -0.03254 -1.83766 0.14
H 0.76040 -5.87021 6.21977 0.07
H 3.54430 -1.87047 1.84011 0.06
H 6.06444 -1.59529 0.09949 0.12
H 3.84888 -3.46261 -2.97240 0.07
H 5.98206 -2.73740 -5.04731 0.07
H -4.69127 -6.17953 4.93176 0.07
H -4.32369 1.42613 1.50952 0.11
H 6.29365 -3.66377 -3.57548 0.07
H 1.34874 4.23257 1.68596 0.03
H 1.18227 4.72736 -5.03005 0.05
H 0.16002 1.18404 -2.12386 0.05
H 1.67308 8.32543 5.27693 0.07
H -2.71133 -2.85847 3.08113 0.07
H 5.14904 -2.44531 2.18814 0.09
H 1.99665 3.06465 -6.58871 0.07
H 3.48092 2.14742 -1.13277 0.13
H 4.69962 -1.91845 -3.03168 0.06
H -0.08983 -0.94162 -1.61602 0.13
H 1.73198 3.16188 0.40092 0.06
H -1.29080 -2.78851 -2.00234 0.15
H -3.19913 -0.06140 0.25878 0.12
H 0.16857 7.50734 5.71127 0.07
H -6.31634 -6.96615 3.13377 0.07
H 2.24479 0.55982 -2.31638 0.10
H -3.18419 0.89900 -1.19743 0.12
H -3.44515 -4.43057 0.95758 0.04
H 1.64368 -3.88923 4.90934 0.07
H 3.00303 1.52391 0.50247 0.10
H -1.29038 2.24737 2.25127 0.13
H -0.11581 -4.36406 6.50674 0.07
H -3.28572 -2.69606 1.04780 0.13
H -3.93875 2.86457 0.47624 0.11
H -3.63779 -5.56159 3.65536 0.01
H -1.60686 5.62857 -9.09368 0.07
H 0.66700 2.38311 -1.03053 0.04
H -0.37759 -3.19109 -0.52024 0.13
```

Below is a structure of composition C32H57F6N3NaO10PS5, with properties calculated with ωB97M-V/def2-TZVPD.

Properties
LUMO level = -0.27 eV
energy above the lowest of the compared OMol25 structures with the same formula, charge and spin = 143.8 kJ/mol
max |F| = 4.9 eV/Å
HOMO energy = -0.30108 hartree
multiplicity = 1
charge = 0
HOMO-LUMO gap = 7.923 eV

```
115
Properties=species:S:1:pos:R:3:lowdin_charge:R:1
S -3.04678 -3.83934 2.62587 0.71
S -4.68936 -3.75628 -2.38375 0.72
S -0.70214 5.09668 -4.18979 0.71
S 3.05224 0.84892 -3.93232 0.73
S 2.63293 -3.78658 2.03825 0.79
P 0.31452 -0.15116 0.01111 0.34
Na 2.96935 -1.82627 -1.17640 0.50
F 0.56192 -1.79126 -0.31409 -0.19
F -1.02798 -0.63659 0.83915 -0.16
F 1.18217 -0.27686 1.39819 -0.15
F -0.51734 -0.01354 -1.41717 -0.16
F 1.68347 0.22989 -0.84056 -0.17
F 0.07740 1.40976 0.36420 -0.16
O 3.00983 -5.17407 2.39293 -0.33
O -2.08064 -3.93537 1.52187 -0.35
O 3.65344 -0.34683 -3.34558 -0.35
O -1.41815 4.11767 -5.08010 -0.36
O -3.07450 -4.83792 3.68454 -0.33
O -5.34044 -3.59202 -3.69301 -0.35
O 3.43136 2.14936 -3.37220 -0.33
O -0.18766 6.31008 -4.67957 -0.30
O 2.94097 -3.28273 0.65932 -0.39
O -5.19480 -4.69488 -1.37508 -0.35
N 6.15648 -1.24563 0.75793 0.03
N 2.25884 2.93843 1.40433 0.02
N -0.88758 0.16709 5.11562 0.17
C -1.12827 0.85249 4.20529 -0.23
C 3.96954 4.32244 1.79487 -0.12
C -4.46310 -1.82841 3.57055 -0.20
C 5.04243 0.43898 -0.28579 -0.07
C -4.64452 -2.10967 -1.69313 -0.23
C 0.72487 0.92347 -5.36588 -0.18
C 3.16831 0.88347 -5.76728 -0.21
C 3.22153 -2.65461 3.31392 -0.24
C -2.25773 -2.45685 -2.38172 -0.20
C 4.12241 3.24224 2.69011 -0.10
C -5.26533 -2.31154 2.36701 -0.21
C -3.88644 2.38087 3.71586 -0.10
C 0.51923 4.18993 -3.14303 -0.20
C 5.34161 -0.18515 0.90715 -0.17
C -1.78977 5.44257 -2.78315 -0.23
C -3.18390 -1.81246 -1.33367 -0.22
C 2.85725 4.10955 0.97536 -0.12
C 0.86222 -2.76360 3.86497 -0.20
C -2.81302 -3.91398 -2.58429 -0.17
C 1.84619 0.36410 -6.29162 -0.21
C -3.01230 -2.17330 3.30559 -0.23
C -1.41171 4.63949 -1.58054 -0.21
C 1.21992 0.72131 -3.93420 -0.23
C 5.87403 -0.25866 -1.25132 -0.10
C -4.78200 -3.68724 2.03690 -0.21
C 2.26129 -2.81455 4.45432 -0.22
C 3.09341 2.36149 2.36371 -0.14
C -1.39226 1.65548 3.08069 -0.19
C -0.27424 3.66325 -1.96160 -0.21
C 6.47436 -1.29202 -0.57109 -0.15
C -2.49860 2.75777 3.19727 -0.22
C 0.87006 -3.49524 2.49906 -0.19
H -6.32243 -2.28950 2.63187 0.12
H -4.52574 -0.74378 3.65859 0.09
H 3.05988 -1.66859 2.87834 0.09
H 4.98053 2.96140 3.28269 0.09
H -3.77644 2.36561 4.80019 0.08
H -5.28745 -4.51437 2.53537 0.11
H 3.14964 1.92630 -6.08392 0.11
H -0.17515 0.30916 -5.39247 0.12
H 2.38953 -3.76178 4.97818 0.12
H 0.30353 3.41248 -1.07200 0.09
H -2.09838 3.47247 3.91640 0.11
H 0.31427 -4.43265 2.52054 0.10
H -5.39076 -2.16412 -0.90051 0.09
H 1.83435 -0.72584 -6.29196 0.11
H 4.34926 1.25254 -0.44086 0.09
H -0.47076 2.15337 2.77895 0.11
H 1.14766 3.57653 -3.78873 0.08
H 4.58737 5.20663 1.74101 0.09
H 0.46034 -2.95788 1.64380 0.06
H 1.18269 4.96530 -2.75999 0.11
H -1.57598 1.06305 2.18438 0.09
H -2.28147 4.16594 -1.12517 0.12
H 5.95984 -0.05278 -2.30804 0.09
H -2.63058 -4.34122 -3.57033 0.09
H -4.67992 3.08876 3.47635 0.07
H 7.19832 -1.99237 -0.96068 0.11
H 4.24988 -2.85132 3.61708 0.11
H -2.90443 -0.76259 -1.24548 0.10
H 1.09126 -0.32622 -3.66174 0.09
H 0.43472 1.94788 -5.59932 0.11
H -2.94463 -2.19590 -0.34179 0.09
H 0.50305 -1.74983 3.68788 0.08
H -1.20139 -2.38935 -2.12156 0.09
H 2.42989 4.56918 0.09644 0.10
H -1.05957 5.31544 -0.80133 0.11
H 0.10337 -3.17736 4.52909 0.12
H -2.33500 -4.46771 -1.77622 0.10
H 2.89971 1.34943 2.68717 0.09
H 4.07325 0.38111 -6.10908 0.11
H -2.33253 -2.29422 4.14903 0.09
H -2.45131 -1.59245 2.57346 0.08
H 6.53395 -1.74400 1.55118 0.16
H -5.02096 -1.50330 -2.51698 0.10
H -2.78903 5.31761 -3.20024 0.11
H -5.17838 -1.71051 1.46186 0.10
H 0.68253 1.38034 -3.25232 0.07
H 1.46740 2.55343 0.90883 0.08
H -4.34682 1.48558 3.29799 0.05
H -0.78201 2.76446 -2.31153 0.10
H 1.67401 0.66078 -7.32625 0.12
H -4.88150 -2.22326 4.49636 0.13
H -2.64199 3.27935 2.25097 0.10
H -2.38785 -2.00217 -3.36377 0.11
H 4.96329 0.00984 1.89975 0.10
H -4.76695 -4.03488 1.00394 0.08
H -1.59673 6.48641 -2.53573 0.10
H 2.38956 -2.02265 5.19224 0.12
```

Below is a structure of composition C32H57N4OP2Pb, with properties calculated with ωB97M-V/def2-TZVPD.

Properties
LUMO level (alpha / beta) = -10.69 / -9.99 eV
max |F| = 3.4 eV/Å
HOMO energy (alpha / beta) = -0.59810 / -0.58476 hartree
multiplicity = 1
charge = +3
HOMO-LUMO gap (alpha / beta) = 5.581 / 5.922 eV

```
97
Properties=species:S:1:pos:R:3:lowdin_charge:R:1
Pb 0.02691 0.22046 0.17062 1.11
P -2.49581 -0.91710 -0.52472 1.10
P 2.76326 -0.14087 -0.08997 1.04
O -0.33732 3.46745 2.15008 0.11
N -0.58433 -0.22855 2.54120 0.03
N -0.19683 0.00125 4.97987 -0.17
N 0.42924 -1.96239 -1.28189 0.03
N -0.38460 1.22576 -2.03013 0.09
C -0.40391 2.63767 -4.23451 -0.57
C -0.37991 -3.79306 -2.57539 0.02
C 0.72959 2.17934 -5.16247 -0.02
C -0.52696 -1.19074 5.75452 0.00
C 4.94338 0.74059 -1.58557 -0.06
C 2.92008 2.28216 -1.54369 -0.08
C 5.01956 -0.46886 1.51913 -0.07
C -0.23555 4.10297 -3.79845 -0.01
C -1.92029 -1.83300 -2.04720 -0.24
C -0.56744 -2.56473 -1.94221 -0.32
C -5.20918 0.14128 -0.48844 -0.07
C 0.40784 1.15703 5.62954 0.00
C -0.30557 -0.07091 3.68329 -0.25
C -1.77228 2.40822 -4.89128 -0.02
C 1.66609 -2.55220 -1.15130 -0.33
C 1.84440 -3.86516 -1.67829 0.04
C 0.82651 -4.46149 -2.40534 0.01
C 2.86568 -0.15519 2.75230 -0.10
C -3.77742 0.48188 -0.92010 -0.64
C -3.42450 -1.63382 2.02295 -0.08
C 3.86700 1.82123 1.64310 -0.07
C -0.35792 1.80830 -3.03192 -0.12
C -4.38397 -2.92288 0.08122 -0.06
C -1.99899 -3.30320 0.83380 -0.08
C 2.73770 -1.86928 -0.50242 -0.15
C -3.74075 0.75053 -2.42998 -0.10
C -3.12072 -2.25939 0.64876 -0.68
C 3.68684 0.29288 1.52075 -0.66
C 3.41067 0.82084 -1.58781 -0.65
C -0.21042 2.86058 1.18749 -0.04
C 2.86012 0.15404 -2.86286 -0.08
C -3.32452 1.76280 -0.18405 -0.11
H 0.63870 1.10299 -5.37967 0.10
H 3.18854 0.74376 -3.73395 0.10
H -2.58650 2.76526 -4.24155 0.09
H 1.75992 0.12475 -2.86982 0.05
H 3.22257 2.77278 -2.48148 0.11
H 4.55587 2.25599 0.91233 0.08
H -1.20504 -4.22100 -3.15214 0.14
H -2.67594 -2.57638 -2.34634 0.10
H 1.45205 1.28608 5.30043 0.09
H -2.34569 2.11379 -0.53846 0.03
H 0.37982 1.03663 6.71897 0.11
H -5.27115 -2.29910 0.24154 0.07
H 2.52220 -1.20006 2.66680 0.09
H -4.16728 -0.82996 1.96708 0.07
H -5.61288 -0.72299 -1.03328 0.09
H 5.67893 -0.19807 0.68765 0.07
H -4.41264 1.59382 -2.65724 0.11
H -0.29779 4.77225 -4.66156 0.11
H -4.07674 -0.11843 -3.01347 0.10
H -2.29777 -3.98318 1.64620 0.11
H -1.55828 -1.50260 5.54456 0.10
H 2.78731 -4.36718 -1.49863 0.13
H 1.99208 0.47146 2.95903 0.04
H 3.52959 -0.06339 3.62758 0.11
H 5.55374 -0.24432 2.45401 0.11
H -1.04102 -2.84552 1.12425 0.07
H 1.71422 2.35199 -4.70044 0.08
H 4.84547 -1.55483 1.48670 0.09
H -4.04919 2.56496 -0.39147 0.11
H -1.84384 -1.09709 -2.86724 0.09
H -4.54052 -3.85558 0.64207 0.11
H 5.30783 1.17170 -2.53021 0.12
H 5.38646 1.32065 -0.76480 0.08
H 3.24538 -0.86920 -2.97875 0.09
H -5.83987 1.01061 -0.73403 0.11
H 0.96188 -5.46138 -2.81485 0.14
H -0.12793 2.07710 5.35544 0.10
H -4.30565 -3.17040 -0.98868 0.09
H 3.36044 2.84973 -0.71648 0.07
H 4.28455 2.04863 2.63352 0.11
H -1.02320 4.39334 -3.08409 0.10
H -3.28577 1.63231 0.90659 0.09
H 5.28929 -0.30325 -1.53177 0.10
H 1.82561 2.34538 -1.47275 0.04
H 3.59123 -2.50540 -0.25980 0.10
H -0.41198 -0.99436 6.82222 0.11
H 0.12350 -2.02577 5.45820 0.10
H 2.91015 2.36053 1.57462 0.08
H -1.84225 -3.91415 -0.06433 0.08
H -1.83274 2.94738 -5.84049 0.11
H -1.93977 1.33637 -5.09050 0.10
H -5.30166 -0.02296 0.59479 0.08
H -2.73795 1.03691 -2.77649 0.03
H -2.50881 -1.22792 2.47440 0.03
H 0.69924 2.72152 -6.11249 0.11
H -3.82682 -2.41865 2.68134 0.11
H 0.73742 4.26544 -3.30870 0.09
```